1.
DFT (ωB97M-V with the def2-TZVPD basis set) results for a 3-piece molecular cluster, C20H47FN3O overall.

Calculated values
Total charge: +1
Energy: -30728.852 eV

Last column: Mulliken charge in e.
Positions of all 72 atoms, in Å:
C 2.1331 -1.8810 0.9989  -1.411
C 0.7603 -2.0056 1.6788  -0.166
C 0.2988 -0.6528 2.2490  -0.984
N -1.0772 -0.3241 1.9053  0.379
C -1.4479 0.4196 0.9300  -0.489
N -0.4992 1.0086 0.1023  -0.020
C -0.6416 0.5484 -1.3059  -1.086
N -2.8311 0.6415 0.6719  0.191
F -3.1738 1.8112 1.3539  -0.222
C -3.7679 -0.4193 1.0734  -0.746
O -3.1436 -1.5962 0.7002  -0.311
C -4.0048 -2.6572 0.2572  -0.381
C -3.3415 -3.4087 -0.8913  -0.953
H 2.9127 -1.7860 1.7485  0.399
H 2.1330 -1.0137 0.3398  0.345
H 2.2935 -2.7643 0.3872  0.383
H 0.8080 -2.7495 2.4714  0.464
H 0.0478 -2.3834 0.9447  0.125
H 0.3815 -0.6558 3.3342  0.588
H 0.9472 0.1381 1.8881  0.386
H -1.8085 -0.7464 2.4643  0.357
H -0.6586 2.0160 0.1309  0.428
H -0.0172 1.1960 -1.9131  0.447
H -0.2438 -0.4589 -1.3876  0.372
H -1.6664 0.5908 -1.6658  0.364
H -3.9806 -0.3599 2.1523  0.289
H -4.7016 -0.2310 0.5441  0.565
H -4.1687 -3.3377 1.0932  0.322
H -4.9809 -2.2637 -0.0229  0.360
H -2.8117 -4.2813 -0.5174  0.297
H -2.6042 -2.7597 -1.3619  0.200
H -4.0689 -3.7220 -1.6324  0.362
C 0.4574 6.3420 2.9021  -1.166
C 0.3439 5.6887 4.2764  -0.364
C 1.0571 4.3410 4.3731  -1.039
C 0.5193 3.2651 3.4295  -0.397
C -0.9702 2.9572 3.5886  1.059
C -1.3392 2.4121 4.9652  -1.459
H -0.0076 5.7342 2.1231  0.252
H -0.0356 7.3138 2.8925  0.386
H 1.5031 6.4960 2.6297  0.302
H -0.7109 5.5777 4.5433  0.210
H 0.7740 6.3576 5.0244  0.400
H 1.0043 3.9820 5.4041  0.355
H 2.1203 4.4848 4.1612  0.416
H 1.0933 2.3446 3.5921  0.242
H 0.7132 3.5607 2.3932  0.379
H -1.2498 2.2215 2.8348  -0.932
H -1.5645 3.8483 3.3737  0.425
H -0.7825 1.4971 5.1872  0.252
H -2.4043 2.1805 5.0216  0.422
H -1.1221 3.1316 5.7535  0.401
C 3.4021 -2.5711 -6.9592  -1.213
C 1.9705 -2.5576 -6.4318  -0.421
C 1.7294 -1.5036 -5.3523  -0.646
C 2.5679 -1.6802 -4.0848  -0.592
C 2.4012 -3.0282 -3.3852  -0.479
C 0.9775 -3.2864 -2.9027  -0.649
H 4.1213 -2.8141 -6.1756  0.286
H 3.5174 -3.3138 -7.7485  0.383
H 3.6725 -1.5984 -7.3744  0.298
H 1.7104 -3.5502 -6.0536  0.225
H 1.2873 -2.3627 -7.2617  0.391
H 0.6662 -1.4989 -5.0922  0.277
H 1.9394 -0.5143 -5.7699  0.387
H 2.3064 -0.8807 -3.3811  0.253
H 3.6243 -1.5332 -4.3212  0.373
H 3.0802 -3.0576 -2.5285  0.333
H 2.7137 -3.8391 -4.0465  0.305
H 0.6578 -2.5012 -2.2095  -0.299
H 0.9105 -4.2425 -2.3810  0.419
H 0.2685 -3.3143 -3.7310  0.374

***

2.
DFT (ωB97M-V with the def2-TZVPD basis set) results for C22H37BeClP2 as an isolated structure.

Calculated values
Energy above the lowest of the compared OMol25 structures with the same formula, charge and spin: 26.05 kcal/mol

Last column: Mulliken charge in e.
Positions of all 63 atoms, in Å:
P -3.4211 2.1334 -2.8059  1.218
P -3.4514 -0.4888 -4.7386  1.523
C -4.0387 2.1737 -4.6067  -1.217
C -4.6822 0.8432 -5.0333  -1.104
H -3.1412 2.3965 -5.2071  0.389
H -4.7406 3.0144 -4.7111  0.583
H -5.6085 0.6126 -4.4802  0.474
H -4.8887 0.8249 -6.1144  0.469
C -2.4331 -0.3728 -6.2530  -1.488
H -1.6267 -1.1154 -6.2240  0.378
H -1.9968 0.6338 -6.3182  0.275
H -3.0980 -0.5608 -7.1077  0.545
C -4.3271 -2.0770 -4.9325  -1.353
H -4.4382 -2.3044 -5.9989  0.438
H -5.3094 -2.0101 -4.4457  0.358
H -3.7559 -2.8831 -4.4524  0.362
C -2.9638 3.9054 -2.7562  -1.380
H -2.6068 4.1454 -1.7480  0.375
H -3.8024 4.5570 -3.0221  0.427
H -2.1416 4.0643 -3.4678  0.365
C -5.1073 2.1591 -2.0368  -1.496
H -5.5196 1.1372 -2.0094  0.333
H -5.8028 2.8113 -2.5982  0.397
H -5.0156 2.5241 -1.0031  0.421
Be -0.3593 0.7701 -0.1620  -0.319
C -0.6960 -3.0998 -3.3608  -0.652
C -0.4081 -2.1450 -4.2638  -0.377
C -0.3392 -0.6867 -3.9842  0.862
C 0.1122 -0.3120 -2.5705  -2.308
C -1.0410 0.2986 -1.8176  2.622
C -2.2023 -0.4688 -1.5867  -0.700
C -2.4676 -1.7703 -2.1562  0.136
C -1.3967 -2.9029 -2.0554  -0.945
C -1.2144 1.8119 0.8480  -0.900
H -0.5272 -4.1557 -3.6106  0.401
H -0.2458 -2.4497 -5.3005  0.419
H -1.3544 -0.2546 -4.0913  -1.360
H 0.2706 -0.1596 -4.7405  0.581
H 0.5588 -1.1659 -2.0315  0.308
H 0.9153 0.4316 -2.6657  0.595
H -1.1911 1.3781 -2.0515  -0.745
H -3.0056 -0.0049 -1.0097  0.697
H -2.6505 -1.6132 -3.2533  -1.551
H -3.4232 -2.1563 -1.7776  0.721
H -0.7198 -2.7191 -1.2105  0.214
H -1.9565 -3.8266 -1.8218  0.458
H -1.5337 1.3696 1.8080  0.252
H -2.0976 2.1825 0.3266  0.117
H -0.5570 2.6641 1.0780  0.191
Cl -0.3419 -1.2375 1.0782  -0.239
C 1.2118 -0.7770 1.7233  0.985
C 1.7027 -1.4610 2.8274  -0.691
C 2.8283 -0.9523 3.5002  -0.419
C 3.4661 0.1934 3.0141  -0.538
C 3.0089 0.8224 1.8604  -0.642
C 1.8864 0.3177 1.1557  -0.123
C 1.4076 0.9083 -0.1018  -0.693
H 1.2007 -2.3645 3.1752  0.406
H 3.1878 -1.4644 4.3971  0.348
H 4.3272 0.5997 3.5492  0.348
H 3.5043 1.7165 1.4825  0.403
H 1.6684 1.9708 -0.1740  0.409
H 1.8680 0.3896 -0.9577  0.436